Formula: C22H15F2N2O
Source: the OMol25 dataset
Level of theory: ωB97M-V/def2-TZVPD

- ΔE to the lowest compared entry with this formula, charge and spin (eV) = 1.010
- calculated total energy (Ha) = -1231.47563
- Kohn-Sham gap (eV) = 5.60
- HOMO level (eV) = -11.808

```
! RIJCOSX wB97M-V def2-TZVPD def2/J DEFGRID3
* xyz 1 1
F -4.07132 -3.86512 3.51634
C -2.88202 -3.24806 3.20250
C -1.81237 -3.44171 4.07236
C -0.62289 -2.78934 3.73851
C -0.56774 -1.98441 2.61832
C -1.63367 -1.78012 1.68848
C -1.40410 -0.96014 0.52134
C -2.31544 -0.65145 -0.54203
C -1.91504 0.17024 -1.66151
C -2.79318 0.48822 -2.68854
C -4.10677 0.00029 -2.68645
C -4.49816 -0.80910 -1.63080
F -5.78959 -1.28649 -1.60905
C -3.66116 -1.14081 -0.58461
C -2.84345 -2.45437 2.06294
H -1.91203 -4.05538 4.96000
H 0.25898 -2.90702 4.37081
H 0.35958 -1.46417 2.45887
H -0.38729 -0.58363 0.38576
H -0.89207 0.54765 -1.71458
H -2.47827 1.12627 -3.51683
H -4.81165 0.23559 -3.47083
H -4.06064 -1.76729 0.19968
H -3.75941 -2.34623 1.49490
O 1.65200 -0.45954 -1.80663
C 2.06754 0.49951 -1.15260
C 2.95982 1.63334 -1.54936
C 3.27371 2.43241 -0.44579
C 4.07745 3.57121 -0.53552
C 4.64607 3.87618 -1.77863
C 4.40753 3.02201 -2.87923
C 3.56136 1.89777 -2.77777
C 2.63276 1.89022 0.78230
C 1.86300 0.67681 0.32323
N 2.03177 -0.42728 1.06372
N 2.28628 -1.26225 1.81795
H 4.22575 4.21826 0.33107
H 5.29344 4.75246 -1.89084
H 4.92354 3.22960 -3.81755
H 3.38522 1.18026 -3.58717
H 3.37919 1.60915 1.53393
H 1.93331 2.62647 1.18330
*
```

Here are the Löwdin charges for atoms 1 to 5, given in e: F 0.06; C -0.20; C 0.07; C -0.02; C -0.01